A molecular structure, C21H31F5P2SSr in a non-equilibrium geometry, computed with ωB97M-V/def2-TZVPD.

```
! RIJCOSX wB97M-V def2-TZVPD def2/J DEFGRID3
* xyz 0 1
P 0.104 -1.537 -3.710
P 0.121 1.603 -3.578
C -0.249 -0.610 -5.282
C 0.352 0.796 -5.248
H -1.346 -0.583 -5.402
H 0.184 -1.198 -6.106
H 1.437 0.778 -5.454
H -0.137 1.438 -5.998
C -1.529 2.344 -3.953
H -1.783 3.073 -3.173
H -2.298 1.560 -3.975
H -1.481 2.843 -4.931
C 1.199 3.042 -3.930
H 0.869 3.525 -4.861
H 2.230 2.680 -4.040
H 1.141 3.745 -3.091
C -0.990 -2.959 -4.040
H -0.851 -3.704 -3.248
H -0.731 -3.380 -5.021
H -2.028 -2.601 -4.039
C 1.732 -2.230 -4.209
H 2.495 -1.440 -4.212
H 1.629 -2.656 -5.217
H 2.024 -3.012 -3.497
Sr 0.714 0.398 4.235
C 0.577 1.580 0.342
C -0.749 1.501 0.197
C -1.506 0.540 -0.668
C -1.903 -0.831 -0.058
C -0.795 -1.701 0.446
C 0.515 -1.620 0.183
C 1.186 -0.682 -0.776
C 1.640 0.701 -0.245
C 0.293 -2.149 4.633
H 0.979 2.395 0.963
H -1.368 2.204 0.781
H -1.007 0.380 -1.636
H -2.445 1.048 -0.935
H -2.603 -0.621 0.768
H -2.490 -1.390 -0.811
H -1.114 -2.438 1.187
H 1.197 -2.302 0.719
H 0.575 -0.507 -1.682
H 2.092 -1.190 -1.140
H 2.441 0.523 0.497
H 2.120 1.250 -1.077
H 1.013 -2.379 5.441
H 0.630 -2.574 3.666
H -0.704 -2.539 4.892
F 0.788 -0.479 9.531
C 0.321 0.170 8.443
C 1.079 1.179 7.852
F 2.347 1.403 8.285
C 0.570 1.809 6.718
F 1.523 2.218 5.728
C -0.727 1.578 6.180
S -1.242 2.333 4.725
C -1.363 0.430 6.726
F -2.276 -0.198 5.916
C -0.889 -0.225 7.862
F -1.510 -1.333 8.325
*
```

Summary:
Kohn-Sham gap ... 6.48 eV
HOMO energy ... -7.085 eV
Relative energy (zero: lowest compared OMol25 entry of this formula, charge and spin) ... 0.0 kJ/mol
E ... -2429.56708 a.u.

natural (NBO) charges, unit e, in atom order: 0.83 0.81 -0.71 -0.70 0.22 0.21 0.22 0.22 -0.94 0.23 0.23 0.21 -0.94 0.21 0.23 0.23 -0.94 0.24 0.21 0.23 -0.94 0.23 0.22 0.24 1.73 -0.21 -0.19 -0.47 -0.44 -0.18 -0.21 -0.51 -0.44 -1.41 0.19 0.21 0.24 0.21 0.22 0.22 0.21 0.20 0.26 0.20 0.19 0.22 0.18 0.18 0.21 -0.28 0.25 0.27 -0.29 0.23 -0.38 -0.34 -0.41 0.29 -0.29 0.33 -0.29

---

C5H7NO in the gas phase in a non-equilibrium geometry, computed with ωB97M-V/def2-TZVPD.

```
! RIJCOSX wB97M-V def2-TZVPD def2/J DEFGRID3
* xyz 0 1
C -0.693 1.546 -0.346
C -0.222 0.600 0.735
O -1.424 -0.102 0.920
C -1.291 -1.269 0.296
C 0.024 -1.568 0.086
C 0.723 -0.348 0.364
N 2.018 -0.056 -0.003
H 0.097 2.075 -0.881
H -1.190 0.798 -1.026
H -1.492 2.214 -0.020
H -2.115 -1.409 -0.384
H 0.411 -2.457 -0.393
H 2.610 -0.838 -0.238
H 2.482 0.639 0.561
*
```

Summary:
Kohn-Sham gap (alpha / beta) ... 8.38 / 8.38 eV
HOMO energy (alpha / beta) ... -7.593 / -7.594 eV
Relative energy (zero: lowest compared OMol25 entry of this formula, charge and spin) ... 308.7 kJ/mol
SMILES string ... Cc1occc1N
E ... -324.60690 a.u.

natural (NBO) charges, unit e, in atom order: -0.61 0.07 -0.44 0.13 -0.37 0.17 -0.80 0.21 0.18 0.22 0.21 0.23 0.38 0.40

---

2 unconnected molecules or ions with the total composition C3H8IN2O in a non-equilibrium geometry, computed with ωB97M-V/def2-TZVPD.

```
! RIJCOSX wB97M-V def2-TZVPD def2/J DEFGRID3
* xyz 1 1
C -0.324 -0.544 1.582
C -1.264 1.487 0.582
C -0.010 0.847 0.904
N 0.635 -0.747 2.547
N 0.397 -0.433 -1.364
O -1.262 -1.221 1.241
I 1.795 1.868 0.999
H -1.109 2.289 -0.055
H -1.970 0.774 0.220
H -1.621 2.001 1.503
H 1.599 -0.648 2.269
H 0.504 -1.631 3.070
H 1.391 -0.414 -1.246
H -0.142 -1.213 -1.861
H -0.007 0.444 -1.595
*
```

Summary:
Kohn-Sham gap (alpha / beta) ... 7.88 / 7.88 eV
HOMO energy (alpha / beta) ... -14.525 / -14.525 eV
Relative energy (zero: lowest compared OMol25 entry of this formula, charge and spin) ... 199.1 kJ/mol
E ... -601.22342 a.u.

natural (NBO) charges, unit e, in atom order: 0.57 -0.80 0.13 -0.80 -1.00 -0.50 0.48 0.25 0.30 0.33 0.41 0.42 0.40 0.43 0.37

---

2 unconnected molecules or ions with the total composition C2H8NO2 in a non-equilibrium geometry, computed with ωB97M-V/def2-TZVPD.

```
! RIJCOSX wB97M-V def2-TZVPD def2/J DEFGRID3
* xyz 1 1
C -1.136 -0.687 0.862
C 1.193 -0.281 0.028
N 0.084 -0.967 0.097
O 1.489 0.669 0.786
O -0.010 1.178 -1.566
H -0.862 -0.661 1.898
H -1.588 0.320 0.600
H -1.889 -1.530 0.878
H 1.832 -0.480 -0.818
H -0.037 -1.823 -0.442
H -0.518 2.062 -1.427
H 0.846 0.851 1.397
H 0.597 1.348 -2.293
*
```

Summary:
Kohn-Sham gap ... 12.36 eV
HOMO energy ... -16.120 eV
Relative energy (zero: lowest compared OMol25 entry of this formula, charge and spin) ... 155.9 kJ/mol
E ... -285.95907 a.u.

natural (NBO) charges, unit e, in atom order: -0.47 0.59 -0.51 -0.54 -0.98 0.22 0.24 0.27 0.22 0.45 0.50 0.51 0.49

---

10 unconnected molecules or ions with the total composition C20H59N15O12 in a non-equilibrium geometry, computed with ωB97M-V/def2-TZVPD.

```
! RIJCOSX wB97M-V def2-TZVPD def2/J DEFGRID3
* xyz 0 1
C 1.395 1.896 1.817
C 2.932 1.650 1.922
C 3.147 0.268 1.225
C 3.616 2.642 0.982
C 3.723 4.059 1.455
C 4.296 4.024 2.880
C 3.565 3.079 3.881
C 4.344 3.045 5.197
C 2.172 3.741 4.143
N 3.553 1.766 3.265
O 3.380 0.672 4.122
H 1.053 1.656 0.807
H 0.696 1.243 2.344
H 1.140 2.945 1.959
H 2.503 0.057 0.371
H 4.153 0.000 0.893
H 2.884 -0.547 1.907
H 4.696 2.465 0.862
H 3.438 2.399 -0.069
H 4.348 4.640 0.775
H 2.778 4.610 1.480
H 4.284 4.987 3.395
H 5.351 3.744 2.806
H 5.351 2.658 5.036
H 3.733 2.462 5.886
H 4.507 4.013 5.673
H 1.786 4.432 3.398
H 2.180 4.264 5.101
H 1.431 2.951 4.292
H 2.445 0.700 4.377
N -1.098 -0.533 4.053
C -2.148 -1.188 4.615
N -2.286 -1.079 5.929
O -2.961 -1.827 3.925
H -0.457 0.040 4.573
H -1.022 -0.574 3.042
H -1.417 -0.864 6.393
H -3.041 -1.466 6.464
N -1.893 2.454 -4.273
C -2.878 3.347 -4.465
N -4.050 2.791 -4.855
O -2.786 4.446 -3.946
H -2.027 1.562 -4.737
H -1.158 2.677 -3.630
H -4.080 1.886 -5.296
H -4.920 3.291 -4.817
N 2.760 -2.896 -0.121
C 2.238 -3.303 1.032
N 3.095 -3.908 1.845
O 1.142 -2.979 1.494
H 3.741 -2.782 -0.291
H 2.100 -2.294 -0.599
H 2.999 -4.160 2.810
H 4.042 -3.908 1.499
N -3.486 1.296 2.581
C -4.296 0.698 1.702
N -4.534 -0.603 1.961
O -4.959 1.334 0.871
H -3.187 2.245 2.448
H -3.031 0.657 3.209
H -4.007 -1.128 2.659
H -5.396 -0.872 1.516
N -1.926 -5.763 -1.652
C -2.056 -5.074 -0.497
N -1.173 -5.419 0.468
O -2.883 -4.186 -0.349
H -2.481 -5.490 -2.441
H -1.185 -6.442 -1.643
H -0.694 -6.302 0.438
H -1.317 -5.010 1.377
N 4.457 -0.625 -2.679
C 3.486 -0.636 -3.575
N 2.968 -1.866 -3.792
O 3.042 0.356 -4.143
H 4.690 -1.476 -2.201
H 4.993 0.218 -2.564
H 3.110 -2.665 -3.197
H 2.041 -1.714 -4.172
N -4.537 1.007 -1.896
C -4.726 -0.281 -2.300
N -4.572 -1.139 -1.277
O -4.835 -0.603 -3.468
H -4.659 1.290 -0.925
H -4.869 1.646 -2.603
H -4.787 -2.114 -1.400
H -4.162 -0.743 -0.453
O -2.606 -0.231 -4.844
C -2.452 -1.002 -6.012
C -0.937 -1.122 -6.359
O -0.211 -1.409 -5.175
H -3.476 -0.552 -4.528
H -2.761 -2.038 -5.836
H -3.053 -0.728 -6.884
H -0.649 -0.142 -6.754
H -0.668 -1.860 -7.113
H -0.651 -0.868 -4.508
O 0.705 -0.978 -1.398
C -0.492 -0.189 -1.362
C -1.410 -0.568 -0.187
O -0.730 -0.712 1.061
H 0.767 -1.396 -2.262
H -0.090 0.758 -0.980
H -0.912 0.019 -2.344
H -1.872 -1.539 -0.385
H -2.131 0.206 0.072
H -0.173 -1.496 0.968
*
```

Summary:
Kohn-Sham gap ... 8.50 eV
HOMO energy ... -8.501 eV
SMILES string ... CC1(C)CCCC(C)(C)N1O.NC(N)=O.NC(N)=O.NC(N)=O.NC(N)=O.NC(N)=O.NC(N)=O.NC(N)=O.OCCO.OCCO
E ... -2521.82554 a.u.

Mulliken population analysis, charges in e, atoms 1 to 99: -0.97 2.21 -2.22 -1.65 -0.82 -1.44 1.66 -2.01 -1.41 0.20 -0.47 0.01 0.00 0.31 0.33 0.44 0.51 0.39 0.64 0.45 0.33 0.40 0.44 0.43 0.43 0.45 0.32 0.44 0.18 0.34 -0.05 0.67 -0.42 -0.78 0.12 0.22 0.17 0.24 -0.27 0.56 -0.36 -0.69 0.24 0.14 0.17 0.21 -0.09 0.50 -0.39 -0.60 0.21 0.04 0.23 0.13 -0.28 0.50 -0.22 -0.85 0.22 0.00 0.30 0.28 -0.43 0.67 -0.37 -0.65 0.22 0.15 0.18 0.21 -0.35 0.78 -0.48 -0.65 0.15 0.21 0.27 0.13 -0.07 0.63 -0.01 -0.90 0.17 0.21 0.16 -0.27 -0.26 -0.33 -0.65 -0.49 0.15 0.32 0.38 0.29 0.42 0.26 -0.25 0.48 -0.19

---

C3H6ClPS2 in the gas phase in a non-equilibrium geometry, computed with ωB97M-V/def2-TZVPD.

```
! RIJCOSX wB97M-V def2-TZVPD def2/J DEFGRID3
* xyz 0 1
C -1.764 -0.632 1.175
S -1.916 1.169 1.413
C -0.845 1.847 0.462
P 0.412 1.539 -0.635
Cl 1.581 2.958 0.029
S 1.862 -0.198 0.381
C 1.526 -0.840 -1.400
H -0.697 -0.925 1.139
H -2.214 -0.868 0.283
H -2.221 -1.273 1.955
H 0.841 -1.638 -1.233
H 2.442 -1.233 -1.735
H 0.994 0.093 -1.833
*
```

Summary:
Kohn-Sham gap ... 7.03 eV
HOMO energy ... -8.355 eV
Relative energy (zero: lowest compared OMol25 entry of this formula, charge and spin) ... 420.6 kJ/mol
SMILES string ... CSC#P(Cl)SC
E ... -1715.69848 a.u.

natural (NBO) charges, unit e, in atom order: -0.82 0.63 -0.77 0.78 -0.24 -0.24 -0.67 0.26 0.22 0.24 0.20 0.22 0.20